Model one:
Molecular formula: ClH4N2OP
Method: DFT, ωB97M-V/def2-TZVPD

Properties
- E_HOMO: -10.24 eV
- E_LUMO: -0.1 eV
- SMILES string: O=PNCl.N

Each line ends with the Mulliken charge.
CARTESIAN COORDINATES (ANGSTROEM)
O -1.69948 2.52203 -0.02424  -0.478
P -1.47694 1.08460 -0.06522  0.418
N -3.02364 0.43426 -0.05599  -0.215
Cl -3.48379 -1.22710 -0.13871  -0.061
H -3.82700 1.06158 -0.03202  0.308
N 1.47643 -0.59814 0.01184  -0.646
H 2.42759 -0.68585 0.34900  0.216
H 0.86183 -0.96666 0.72965  0.233
H 1.27696 0.39162 -0.08947  0.224

Model two:
Molecular formula: ClH4N2OP
Method: DFT, ωB97M-V/def2-TZVPD

Properties
- E_HOMO: -9.68 eV
- E_LUMO: -0.3 eV
- SMILES string: O=PNCl.N

Each line ends with the Mulliken charge.
CARTESIAN COORDINATES (ANGSTROEM)
O -1.73224 0.36989 -1.92050  -0.400
P -0.94494 1.51718 -1.54962  0.385
N 0.62751 0.94074 -1.19728  -0.222
Cl 2.02421 1.86658 -0.84044  -0.068
H 0.92873 0.14575 -1.74443  0.303
N -0.40768 -1.20100 1.86813  -0.605
H 0.01209 -1.77667 2.52529  0.192
H -0.13866 -0.24076 1.91299  0.208
H -0.36901 -1.62173 0.94587  0.207

model one wins, 0.195 eV ahead of the next structure.